1.
Density functional theory data (ωB97M-V/def2-TZVPD) for a structure of composition C23H25Cl4FeN3O2Se in a non-equilibrium geometry.

Energy relative to the best compared isomer or geometry (same formula, charge and spin) in kcal per mole: 0.0
Gap between HOMO and LUMO (spin up / spin down) in eV: 8.2 / 6.1
<S²>: 8.784
Total charge: +1
HOMO energy (spin up / spin down) in hartree: -0.3940 / -0.4049
Spin multiplicity: 6

The geometry in XYZ format:
```
59
C23H25Cl4FeN3O2Se (ωB97M-V/def2-TZVPD)
N -0.3674 0.4954 -1.8314
C 0.7011 0.4261 -2.7636
C -3.4674 1.9786 -2.0819
H 1.9639 -0.4048 -5.7923
C -2.5721 0.9983 -2.9533
H 3.2432 2.7220 -0.5451
Cl -0.8231 -2.2059 6.3355
C 2.5505 -3.0682 4.3477
H -2.7614 2.3382 -1.3343
H -0.3150 -0.0132 -4.5847
H 1.6281 3.7352 3.3613
Cl 3.0902 -3.8065 1.7845
C 0.8724 -2.5574 2.7143
O 0.3898 -2.3631 1.5201
C 2.2917 3.3502 1.3638
C 0.3887 -2.3525 5.1674
Fe -1.3806 -1.5266 1.6006
H 1.9677 0.6339 1.2665
Se -0.8906 0.9591 0.9045
C 2.2639 3.0400 2.8474
H 2.6970 4.3758 1.2869
C 1.7097 -2.6764 5.4468
C 2.4736 0.9271 0.3319
H 1.2474 3.3588 0.9899
C 3.0955 0.2687 -4.0631
C -1.7252 -0.0043 -2.1356
O -1.0577 -1.4161 3.5451
H 4.1292 2.2047 0.8718
C -4.6070 1.2223 -1.3374
C 1.9212 -0.0994 -4.7515
H -2.2211 -0.3274 -1.1886
H -3.8389 2.7627 -2.7596
Cl 4.1884 -3.5102 4.6955
H -1.8992 1.5588 -3.6431
C 3.1023 2.3352 0.4941
C 2.1005 -3.1524 3.0106
H -4.6953 -2.9722 -1.8132
H -3.2811 0.4700 -3.5983
H 4.0021 0.3666 -4.6185
C 0.1520 0.7723 -0.6389
N -2.7367 -2.2898 0.6245
C 1.8863 0.6001 -2.0541
C -4.8395 -3.0986 -0.7387
H -5.6665 -2.4581 -0.3815
H 1.9640 1.9602 3.0426
H 4.0185 0.9188 -2.1284
H -5.1327 -4.1896 -0.5289
H -1.5825 -0.9096 -2.7278
C -3.6793 -2.6442 -0.0049
H 3.2836 3.1156 3.2068
H -4.6946 0.2050 -1.6503
H -4.4136 1.2465 -0.2306
C 3.1128 0.5655 -2.6895
Cl 2.3595 -2.5377 7.0628
C 0.0095 -2.0963 3.8278
H 3.2633 0.1782 0.1888
C 0.6704 0.0812 -4.1124
H -5.6118 1.6657 -1.4443
N 1.5223 0.8440 -0.7140
```



2.
Density functional theory data (ωB97M-V/def2-TZVPD) for a structure of composition C23H25ClN2PPm in a non-equilibrium geometry.

Gap between HOMO and LUMO (spin up / spin down) in eV: 7.5 / 7.8
<S²>: 6.007
Total charge: +2
HOMO energy (spin up / spin down) in hartree: -0.5328 / -0.5322
Spin multiplicity: 5

The geometry in XYZ format:
```
53
C23H25ClN2PPm (ωB97M-V/def2-TZVPD)
H -2.5278 -2.7214 1.6203
H -0.7711 6.6845 -0.9037
C 1.1435 -3.1553 3.4801
C -1.4863 4.7399 -1.4868
C -0.7696 -2.2903 2.7312
H -2.8947 1.1032 0.2620
H 1.9463 -4.3507 4.9545
C -0.2732 2.8603 -0.5588
H -1.9056 2.6659 -1.9257
C 3.8093 -0.1246 -0.9725
C -2.3400 -1.2275 -2.8348
C 2.9502 0.7788 -3.0574
H -2.3584 -0.9995 1.9685
H -0.2307 -0.7652 -2.5844
H -4.4664 -1.5106 -2.8161
H 3.1481 -3.4243 3.9465
H -0.7622 -4.3737 3.3792
H -2.2598 5.1189 -2.1530
C 1.5359 0.6173 -1.1185
H -2.7980 -2.1775 3.2929
C -2.1705 -2.0214 2.3944
C 0.5694 3.7315 0.1771
C 0.3753 5.1119 0.0507
C -3.7951 -0.2587 -1.1658
H 0.8871 1.4345 -2.9872
Cl 0.1737 1.9273 4.1745
C -0.2083 -3.4654 3.2179
C 3.9969 0.2405 -2.3168
C -1.2475 -0.6230 -2.2181
C -2.7177 0.4124 -0.5799
H -0.3011 -4.5637 -3.1079
H 3.0647 1.0310 -4.1083
H 2.1416 -1.2802 3.3168
Pm -0.6753 0.6398 2.2464
N 0.1815 -1.2961 2.7122
C -1.2898 3.3679 -1.3790
C 2.5745 0.0524 -0.3555
H 0.4446 -4.5256 -3.0743
C 2.2177 -4.0023 3.9520
H 4.9551 0.0717 -2.8098
C -1.4310 0.2456 -1.1331
C -3.6174 -1.0546 -2.3057
H 1.0685 5.7957 0.5609
H 1.3826 3.3332 0.8197
C -0.6521 5.6090 -0.7798
C 1.7197 0.9875 -2.4512
H 4.6350 -0.5556 -0.4099
N 1.3188 -1.8554 3.2043
P 0.0018 1.0781 -0.3406
H 2.2673 -4.8730 3.2895
H -4.7941 -0.1257 -0.7603
H 2.4089 -0.2230 0.6955
H -2.1740 -1.7946 -3.7524
```



3.
Density functional theory data (ωB97M-V/def2-TZVPD) for the molecule C23H25F3N4O4S in a non-equilibrium geometry.

Gap between HOMO and LUMO in eV: 7.9
SMILES: CCOc1cc(/C=N/NC(=S)Nc2ccccc2C(F)(F)F)ccc1OCC(=O)N1CCOCC1
Total charge: 0
HOMO energy in hartree: -0.2938

The geometry in XYZ format:
```
60
C23H25F3N4O4S (ωB97M-V/def2-TZVPD)
H 1.7136 -1.3326 -1.0517
N -4.6595 0.7326 -0.0941
O 3.1008 -1.1969 1.9442
H 3.9347 -3.4446 -1.0106
C -5.6079 -1.4325 0.3546
N 4.4122 -1.4583 -0.6712
H -9.1490 -0.0608 -0.2297
C -6.7080 -2.2703 0.4814
O 2.6311 -1.9156 -2.8059
H 5.1588 2.4056 0.0681
C 0.0407 1.2387 0.5356
F -3.5872 -1.3950 1.6088
C -5.7739 -0.0770 0.0126
C 3.9453 3.8393 1.1346
C 2.4210 0.9810 0.9715
C 2.2429 -2.1969 -1.4813
S -5.6195 3.0489 -1.1567
C -1.0293 2.0555 0.0230
H 2.9052 4.0115 1.4020
C 0.8606 -0.7763 1.5401
H 5.4957 -0.3244 -2.0246
O 5.9450 -0.0423 0.1514
H 1.5219 2.7070 0.0888
C 2.1743 -0.3108 1.4826
H 4.5213 3.7389 2.0506
H -7.2224 1.4250 -0.4520
H -0.7685 3.0530 -0.3484
H 5.3047 -2.0433 -2.4685
C 4.8051 -1.1679 -2.0382
C -4.5031 2.0023 -0.5465
C -4.2380 -1.9966 0.5838
H 0.6999 -1.7597 1.9524
H 4.8647 -0.1806 2.3640
H -3.0138 3.3689 -0.8255
H 3.5558 2.6672 -0.6575
C 3.4558 -2.5427 -0.6064
H -6.5560 -3.3056 0.7446
C 4.1014 2.5792 0.2900
O 3.7107 1.4101 0.9823
H 4.3147 4.6969 0.5791
C 4.4918 -1.0185 1.7665
H -8.8331 -2.4425 0.3702
H 1.5584 -3.0443 -1.5370
C 3.5477 -0.8463 -2.8484
H 3.7937 -0.6950 -3.9004
C 1.3513 1.7227 0.4963
H 3.0773 0.0656 -2.4478
C -0.1952 -0.0232 1.0822
H -1.2016 -0.3990 1.1381
C 5.0057 -0.7928 0.3414
H 4.9335 -1.9449 2.1521
H 3.1398 -2.7346 0.4152
C -8.1570 -0.4525 -0.0653
N -2.2369 1.6401 -0.0031
N -3.2074 2.4276 -0.4814
C -7.9842 -1.7853 0.2710
H -3.7550 0.3506 0.1793
C -7.0725 0.3915 -0.1917
F -4.2372 -3.3017 0.8686
F -3.4209 -1.8483 -0.4833
```



4.
Density functional theory data (ωB97M-V/def2-TZVPD) for the molecule C23H25FN2O3.

Energy relative to the best compared isomer or geometry (same formula, charge and spin) in kcal per mole: 9.3
Gap between HOMO and LUMO in eV: 9.4
SMILES: Cc1cc(C)cc(C(=O)N[C@H]2CC23CCN(C(=O)c2cccc(O)c2F)CC3)c1
Total charge: 0
HOMO energy in hartree: -0.3266

The geometry in XYZ format:
```
54
C23H25FN2O3 (ωB97M-V/def2-TZVPD)
O -6.5829 2.1305 -2.0655
C -3.6136 4.6626 -0.6711
C 3.2980 -4.7535 0.2943
H 0.7094 -2.2261 1.4183
H -1.7375 2.4572 1.8975
C 2.3431 -1.1349 1.0510
C 2.9954 -6.1504 0.7652
H 4.0723 -1.1572 -0.9133
H -2.1380 0.0345 0.0736
C 2.9630 -2.3655 0.4450
C 4.1794 -4.5328 -0.7601
C 2.6925 -3.6552 0.8924
C -1.6045 1.3951 1.6632
F -4.0534 1.3727 -2.1174
C -1.8386 3.0204 -1.2520
H -6.9812 4.5791 -1.0435
C 0.6112 1.8047 0.5779
H 6.3976 -2.6444 -1.9531
H 0.4334 2.0459 -1.5740
H 1.6657 1.5514 0.5675
H 4.6580 -5.3845 -1.2325
C -3.2965 3.3960 -1.1594
H -0.0680 0.9086 3.9186
H 3.8438 -6.8144 0.6019
C -2.2020 1.1059 0.2869
C 0.1698 -0.3565 2.0927
H -2.8070 5.3080 -0.3516
C -4.3206 2.5906 -1.6174
C 3.8578 -2.1706 -0.5975
H -2.1392 0.8255 2.4277
H 5.6647 -3.9633 -2.8651
H 2.1432 -6.5665 0.2237
C -4.9305 5.0806 -0.6189
N 1.1234 -1.3317 1.6175
H -0.7255 -0.9003 2.3722
H 1.5685 1.0129 3.1007
C -5.6514 2.9994 -1.5864
C 0.5162 0.7759 3.0163
C -5.9479 4.2520 -1.0744
C -0.0323 1.4859 -0.7687
C 5.4529 -3.0341 -2.3372
H -5.1730 6.0605 -0.2310
C -0.1223 1.0628 1.6760
H 2.7501 -6.1647 1.8271
C 4.4735 -3.2532 -1.2163
H 5.0704 -2.3101 -3.0568
H 0.5181 2.8801 0.7620
O -1.0630 3.7973 -1.7810
N -1.4589 1.8122 -0.7505
H -3.2510 1.3842 0.2532
H -7.4502 2.5463 -2.0236
H 2.0373 -3.8220 1.7406
H 0.0575 0.4161 -0.9816
O 2.9229 -0.0633 1.0370
```



5.
Density functional theory data (ωB97M-V/def2-TZVPD) for a structure of composition C23H25InN3O2 in a non-equilibrium geometry.

Gap between HOMO and LUMO in eV: 7.0
Total charge: +1
HOMO energy in hartree: -0.4052

The geometry in XYZ format:
```
54
C23H25InN3O2 (ωB97M-V/def2-TZVPD)
H 2.8218 -0.6843 2.4084
H 1.7821 -1.5877 1.3135
H 0.7012 -3.8375 -3.0393
C 1.2710 -1.7988 -3.2867
H 3.8077 -3.1196 -5.8899
C -0.4618 0.6109 3.8955
H -5.3877 -1.2209 2.9970
C -3.3236 0.9365 1.4384
H -5.0559 1.2329 2.6618
C 2.1249 -0.9145 -3.9544
C 1.3172 1.1456 0.6490
H 3.6847 -0.7112 -5.4077
N -2.4848 0.0871 0.8465
C -3.7067 -1.7372 1.7677
C 0.2424 -1.3432 -2.3297
C 2.4578 0.9906 -0.3215
O 2.0979 0.4134 -3.6447
H -0.2869 4.2034 -0.1162
C 1.0686 0.3880 1.7879
O -0.3175 -0.1837 -2.4813
C 0.4250 2.3440 0.7215
H 0.9036 3.3724 -1.1286
H 1.4089 4.1971 0.3384
H -0.7809 3.8916 3.2269
C -2.6760 -1.2342 0.9934
H -0.4074 1.4104 4.6361
C 1.3721 -3.1660 -3.5571
H -1.6718 3.8922 1.7127
C 0.0873 1.0700 2.5783
H 2.3368 -4.7117 -4.6807
C -4.5723 -0.8509 2.3896
H -2.1067 2.7669 3.0040
C -1.7824 -2.1190 0.2276
C -0.3085 2.2339 1.9430
H 2.1942 1.2580 -1.3440
N -0.9528 -1.5422 -0.5343
C 2.2759 -3.6510 -4.4811
In -0.6621 0.6799 -0.5735
H -3.8322 -2.8075 1.8635
H 2.8230 -0.0360 -0.3297
C 1.7802 -0.8816 2.1468
H 0.0673 -0.2530 4.2897
H -3.1329 1.9876 1.2792
H -1.5211 0.3442 3.8028
H -1.8986 -3.1980 0.2596
H 2.6786 0.8819 -4.2544
C -1.2697 3.2450 2.4940
C 3.1010 -2.7586 -5.1540
C 0.6116 3.5899 -0.1034
C 3.0305 -1.4032 -4.8885
C -4.3876 0.5109 2.2147
H 3.2908 1.6330 -0.0205
H 1.3169 -1.3785 2.9968
N -0.0935 -2.1870 -1.3630
```



6.
Density functional theory data (ωB97M-V/def2-TZVPD) for a structure of composition C23H25MnN9O4S.

Energy relative to the best compared isomer or geometry (same formula, charge and spin) in kcal per mole: 0.0
Gap between HOMO and LUMO (spin up / spin down) in eV: 7.7 / 7.9
<S²>: 8.754
Total charge: 0
HOMO energy (spin up / spin down) in hartree: -0.2835 / -0.2876
Spin multiplicity: 6

The geometry in XYZ format:
```
63
C23H25MnN9O4S (ωB97M-V/def2-TZVPD)
N 3.1441 2.6799 -0.7017
H -1.8714 3.8614 2.4341
C -3.5330 -2.6445 -2.3201
N 1.0223 1.5075 -1.0443
H -4.3013 -4.3766 -3.3648
C -4.8277 -0.9089 -1.2791
C 3.8288 -2.1973 -2.4403
H -0.0262 -4.1212 -3.0747
H 1.2020 1.5853 1.5734
H -3.6303 0.6009 -0.3039
C -3.6131 -0.3137 -0.8871
C -2.1639 -4.3580 -3.2915
H -2.9895 1.8984 1.7594
H -2.1821 2.3402 -0.2842
O 1.5674 -3.6659 -1.1379
C 2.1749 -0.7491 -3.4404
C 3.1201 -0.3188 -4.3620
C -1.3309 2.9307 2.6231
C -2.3754 -1.9691 -1.8869
Mn -0.2496 -0.0818 -0.3549
C 1.1811 2.1091 2.5262
H 1.1667 -0.3602 -3.4550
H 5.7732 -2.1533 -3.3313
O -1.9510 0.2208 3.4483
C 3.4380 3.2019 0.4721
C 0.1643 3.2582 2.4898
C -3.4085 -3.8597 -3.0364
N 0.8929 1.0582 3.5080
H 1.2088 2.4306 6.3941
C -0.9957 -3.6909 -2.8663
C 4.4111 -0.8215 -4.3230
H 2.1880 2.5087 2.6555
C 0.7310 1.2413 4.8037
N -1.4729 1.9421 0.3168
S 1.3913 -2.2440 -1.2540
O 1.6641 -1.4270 -0.0657
N -2.4352 -0.8033 -1.1774
C -1.9008 1.8325 1.7098
H 2.1039 2.7295 4.9568
H -2.0561 -5.2887 -3.8341
H 5.1447 -0.4841 -5.0439
H 0.3666 3.7977 1.5596
C -1.0786 -2.5093 -2.1704
H 0.3955 3.9806 3.2760
N 3.7012 3.6855 1.4936
N 1.3213 2.2847 5.4078
N -0.0355 -1.7395 -1.6983
H -0.6473 2.5175 0.2059
C -1.5509 0.4607 2.3024
C 2.5376 -1.6839 -2.4854
H -5.6901 -2.5629 -2.3180
H 0.5231 0.1963 3.1195
H -1.5701 2.6427 3.6500
C 4.7652 -1.7605 -3.3614
C -4.7810 -2.0686 -1.9959
N -0.0249 0.3785 5.4857
H -0.7982 -0.0323 4.9519
C 2.0416 2.0575 -0.8621
O -0.7194 -0.2537 1.6559
H -5.7644 -0.4444 -1.0045
H -0.1271 0.4767 6.4800
H 4.0877 -2.9358 -1.6930
H 2.8438 0.4131 -5.1099
```



7.
Density functional theory data (ωB97M-V/def2-TZVPD) for a cluster of 2 separate species, C23H25N2O in total in a non-equilibrium geometry.

Energy relative to the best compared isomer or geometry (same formula, charge and spin) in kcal per mole: 30.4
Gap between HOMO and LUMO in eV: 5.1
Total charge: +1
HOMO energy in hartree: -0.4058

The geometry in XYZ format:
```
51
C23H25N2O (ωB97M-V/def2-TZVPD)
C 2.2672 3.3003 1.1365
C 3.7371 -1.7773 1.7351
H -3.4765 1.7486 0.0074
H 4.6562 -1.4442 2.1854
H 0.0758 -0.2314 -3.7655
C -1.5332 0.9057 0.1048
C 1.3103 2.4157 0.7049
H 1.7782 1.3936 -6.9005
H 0.4179 -2.9469 0.0913
C 1.5593 -1.2661 0.7692
C -1.3614 -1.1896 1.2923
C -5.3673 0.3693 2.7705
C -0.7256 -0.1491 0.5772
H -6.6648 0.0502 0.3311
H -6.1102 1.1593 2.6670
H 4.1965 -3.8513 1.8754
H 4.6562 1.1493 2.2202
H 1.6096 -0.5364 -5.6243
C 1.9895 0.4691 -3.7508
C -2.8745 0.9306 0.3614
C 2.7930 -0.8465 1.3108
H 3.2108 0.2033 -5.5296
H 2.4837 -0.3624 -3.2337
H -4.5486 0.7430 3.3844
H 2.4828 1.3889 -3.4192
N 0.5983 0.5391 -3.3659
H 2.0771 4.3580 1.0608
C -2.6950 -1.1513 1.5711
C 2.1563 0.3407 -5.2590
H 0.3819 2.7753 0.3084
C -5.8953 -0.6724 0.5963
C 3.7393 1.5064 1.7844
H -6.3519 -1.5052 1.1289
C 3.4676 2.8533 1.6897
H -5.8207 -0.4806 3.2790
H 4.1868 3.5695 2.0519
N -4.8832 -0.0274 1.4402
C 2.2856 -3.5389 0.9537
C -3.4948 -0.0844 1.1212
H -3.1511 -1.9266 2.1615
C 1.5553 1.0390 0.7935
H -5.4430 -1.0542 -0.3176
C 0.7222 -0.1149 0.5320
H -1.0871 1.6959 -0.4728
H 0.4787 0.5053 -2.3591
C 3.4716 -3.1187 1.5605
C 2.7922 0.5984 1.3218
H -0.7666 -1.9891 1.6979
H 2.1184 -4.5891 0.7784
O 1.6666 1.4797 -5.9252
C 1.3287 -2.6333 0.5673
```



8.
Density functional theory data (ωB97M-V/def2-TZVPD) for the molecule C23H25N3O5.

Energy relative to the best compared isomer or geometry (same formula, charge and spin) in kcal per mole: 36.7
Gap between HOMO and LUMO in eV: 8.4
SMILES: C=CCNC(=O)[C@@H]1CC(=O)N(c2ccc(OCC(=O)Nc3ccc(OC)cc3)cc2)C1
Total charge: 0
HOMO energy in hartree: -0.2882

The geometry in XYZ format:
```
56
C23H25N3O5 (ωB97M-V/def2-TZVPD)
H -1.6427 5.1334 1.9270
H -5.9380 -2.2099 -1.3363
H -1.8536 5.8566 0.3071
C -1.7423 -3.2490 -1.1510
C -3.6700 2.1473 -0.1199
N -3.8560 -0.1113 -1.0405
H -5.5073 -2.5549 0.3495
C -0.4668 -3.0967 -0.6536
C -5.1465 -2.1110 -0.5872
H 4.9783 0.2594 0.9743
H -1.9088 -3.7342 -2.0998
H 0.1371 2.0130 -0.6848
H 6.2319 -0.2447 -3.4399
N 1.0328 -2.1504 1.0162
C -4.8886 -0.6179 -0.3233
H 3.8612 1.6895 -1.3535
C -1.1494 5.3466 0.9727
C -2.8756 3.2208 0.2494
H -4.7314 2.1747 0.0609
C 5.5125 0.3191 -2.8708
H -1.2385 -1.5105 2.2321
C 1.2807 -0.9924 1.8544
C -1.5014 3.1825 0.0451
H -3.4775 -1.7915 1.3678
H 4.6145 0.6128 -3.3881
H 3.6202 -2.6406 2.2476
H 5.2217 2.3319 -0.3935
H 1.0514 -1.2128 2.9037
C -3.0998 1.0261 -0.7011
C -2.8427 -2.7448 -0.4588
O 2.2516 -3.8337 0.0304
N 4.2772 0.6303 0.3521
H -3.3482 4.0785 0.7009
H -1.2681 0.1148 -1.3589
C 4.7447 1.4194 -0.7724
C -2.6469 -2.1562 0.7841
H 4.1931 -2.0869 0.6681
C 2.7740 -0.7126 1.6679
H -0.2908 5.9929 1.1492
C 5.7176 0.6414 -1.6087
O 2.1039 0.6010 -0.2524
C -1.3649 -1.9941 1.2769
O -5.5695 0.0006 0.4642
C -0.9311 2.0518 -0.5446
H 6.6231 0.3350 -1.0994
C 2.9943 0.2360 0.4824
H -3.3755 -0.7579 -1.6535
O -4.0489 -2.8204 -1.1134
C 2.1657 -2.8244 0.6896
H 3.2211 -0.2738 2.5626
C 3.3380 -2.0969 1.3431
H 0.6737 -0.1498 1.5122
H 0.3757 -3.4759 -1.2063
O -0.6328 4.1791 0.3840
C -1.7230 0.9893 -0.9160
C -0.2597 -2.4283 0.5522
```